# 1
{"formula": "C6H12O", "method": "wB97M-V/def2-TZVPD", "species": ["C", "C", "C", "C", "C", "C", "O", "H", "H", "H", "H", "H", "H", "H", "H", "H", "H", "H", "H"], "positions_angstrom": [[2.099, 0.199, -0.478], [1.044, -0.097, 0.593], [-0.384, -0.272, 0.090], [-0.582, -1.182, -1.098], [-1.432, -0.281, 1.180], [-1.375, 0.857, 0.209], [-1.012, 2.106, 0.720], [1.891, 1.132, -1.017], [2.160, -0.606, -1.220], [3.100, 0.298, -0.040], [1.043, 0.697, 1.350], [1.308, -1.026, 1.118], [-0.255, -0.688, -2.020], [-0.028, -2.124, -1.000], [-1.645, -1.425, -1.208], [-1.044, -0.049, 2.167], [-2.251, -1.000, 1.170], [-2.148, 0.899, -0.564], [-0.489, 2.562, 0.047]], "smiles": "CC[C@@]1(C)C[C@H]1O", "de_lowest_kcal_mol": 25.9, "e_lumo_ev": 0.88}



# 2
{"formula": "C6H12O", "method": "wB97M-V/def2-TZVPD", "species": ["C", "C", "C", "C", "C", "C", "O", "H", "H", "H", "H", "H", "H", "H", "H", "H", "H", "H", "H"], "positions_angstrom": [[-2.133, -0.267, 0.770], [-1.119, 0.748, 0.241], [-0.409, 0.268, -1.009], [0.987, 0.681, -1.331], [0.693, -0.769, -0.974], [1.253, -1.384, 0.264], [2.010, -2.329, 0.220], [-2.885, -0.506, 0.009], [-2.659, 0.118, 1.650], [-1.641, -1.204, 1.055], [-0.390, 0.988, 1.026], [-1.628, 1.692, 0.006], [-1.073, 0.156, -1.866], [1.269, 0.889, -2.360], [1.523, 1.282, -0.600], [0.729, -1.471, -1.802], [0.961, -0.974, 1.254], [1.985, 1.253, 1.866], [2.526, 0.830, 1.584]], "smiles": "CC[C@H]1C[C@H]1C=O.[H][H]", "de_lowest_kcal_mol": 50.4, "e_lumo_ev": 1.11}



# 3
{"formula": "C6H12O", "method": "wB97M-V/def2-TZVPD", "species": ["C", "C", "C", "C", "C", "C", "O", "H", "H", "H", "H", "H", "H", "H", "H", "H", "H", "H", "H"], "positions_angstrom": [[-1.799, 1.452, 0.474], [-2.063, 0.426, -0.590], [-0.871, 0.050, -1.445], [0.057, -1.014, -0.783], [1.483, -0.475, -0.383], [1.499, -0.035, 1.053], [2.149, -0.698, 1.836], [-2.577, 2.269, 0.571], [-1.003, 2.159, 0.211], [-1.637, 1.020, 1.466], [-2.976, 0.627, -1.157], [-2.397, -0.518, -0.090], [-0.287, 0.963, -1.478], [-1.235, -0.289, -2.408], [0.097, -1.913, -1.414], [-0.345, -1.458, 0.139], [2.268, -1.247, -0.577], [1.800, 0.289, -1.065], [1.113, 0.914, 1.331]], "smiles": "CCCCCC=O", "de_lowest_kcal_mol": 34.0, "e_lumo_ev": 1.03}



# 4
{"formula": "C6H12O", "method": "wB97M-V/def2-TZVPD", "species": ["C", "C", "O", "C", "C", "C", "C", "H", "H", "H", "H", "H", "H", "H", "H", "H", "H", "H", "H"], "positions_angstrom": [[1.142, -1.829, -0.393], [0.434, -0.963, 0.635], [0.448, -1.277, 1.806], [-0.239, 0.325, 0.152], [0.922, 1.301, -0.159], [-1.129, 0.886, 1.264], [-1.100, 0.053, -1.095], [1.257, -1.344, -1.365], [0.556, -2.744, -0.531], [2.121, -2.120, -0.005], [1.783, 1.109, 0.492], [0.617, 2.339, 0.009], [1.268, 1.212, -1.194], [-1.632, 1.793, 0.909], [-1.895, 0.159, 1.552], [-0.554, 1.130, 2.161], [-1.741, -0.826, -0.952], [-0.500, -0.111, -1.996], [-1.759, 0.907, -1.289]], "smiles": "CC(=O)C(C)(C)C", "de_lowest_kcal_mol": 2.8, "e_lumo_ev": 0.83}



# 5
{"formula": "C6H12O", "method": "wB97M-V/def2-TZVPD", "species": ["C", "C", "C", "C", "C", "C", "O", "H", "H", "H", "H", "H", "H", "H", "H", "H", "H", "H", "H"], "positions_angstrom": [[-1.381, -0.733, -1.366], [-1.579, -0.456, 0.111], [-0.638, 0.627, 0.598], [0.358, 1.445, -0.193], [0.847, 0.383, 0.753], [1.585, -0.808, 0.123], [1.299, 0.738, 2.033], [-1.509, 0.244, -1.847], [-2.090, -1.460, -1.774], [-0.368, -1.087, -1.582], [-2.621, -0.149, 0.272], [-1.426, -1.333, 0.754], [-1.072, 1.229, 1.395], [0.462, 2.482, 0.107], [0.507, 1.251, -1.253], [1.910, -0.592, -0.904], [0.994, -1.729, 0.092], [2.491, -1.034, 0.698], [2.231, 0.981, 1.984]], "smiles": "CC[C@@H]1C[C@@]1(C)O", "de_lowest_kcal_mol": 31.3, "e_lumo_ev": 0.96}



# 6
{"formula": "C6H12O", "method": "wB97M-V/def2-TZVPD", "species": ["C", "C", "C", "C", "O", "C", "C", "H", "H", "H", "H", "H", "H", "H", "H", "H", "H", "H", "H"], "positions_angstrom": [[-2.090, -1.093, -0.122], [-0.831, -0.261, 0.025], [-1.101, 1.235, 0.131], [0.315, -0.882, 0.557], [1.354, -1.084, -1.087], [1.684, -0.454, 0.124], [2.096, 1.002, -0.002], [-2.690, -0.722, -0.962], [-1.858, -2.145, -0.324], [-2.721, -1.042, 0.775], [0.045, -0.562, -0.988], [-1.987, 1.386, 0.761], [-1.321, 1.680, -0.847], [-0.282, 1.793, 0.587], [0.277, -1.929, 0.856], [2.459, -1.013, 0.664], [1.431, 1.541, -0.682], [3.102, 1.035, -0.433], [2.118, 1.515, 0.967]], "de_lowest_kcal_mol": 92.6, "e_lumo_ev": 0.38}



# 7
{"formula": "C6H12O", "method": "wB97M-V/def2-TZVPD", "species": ["C", "C", "C", "O", "C", "C", "C", "H", "H", "H", "H", "H", "H", "H", "H", "H", "H", "H", "H"], "positions_angstrom": [[0.341, -2.313, 1.539], [-0.700, -1.198, 1.639], [-0.723, -0.287, 0.422], [0.412, 0.552, 0.464], [0.653, 1.330, -0.672], [-0.096, 1.202, -1.970], [-0.200, 2.470, -1.153], [0.135, -2.959, 0.676], [1.348, -1.900, 1.417], [0.331, -2.940, 2.437], [-1.701, -1.635, 1.746], [-0.516, -0.580, 2.527], [-0.704, -0.900, -0.496], [-1.647, 0.320, 0.411], [1.724, 1.517, -0.731], [0.462, 1.186, -2.902], [-1.005, 0.607, -1.997], [-1.154, 2.681, -0.673], [0.331, 3.352, -1.499]], "smiles": "CCCOC1CC1", "de_lowest_kcal_mol": 39.2, "e_lumo_ev": 1.16}



# 8
{"formula": "C6H12O", "method": "wB97M-V/def2-TZVPD", "species": ["C", "C", "C", "C", "O", "C", "C", "H", "H", "H", "H", "H", "H", "H", "H", "H", "H", "H", "H"], "positions_angstrom": [[0.976, 1.113, -0.303], [0.266, -0.180, -0.214], [-0.497, -0.644, 1.000], [-1.245, -1.817, 0.388], [-1.335, -1.567, -1.029], [-0.339, -0.682, -1.290], [-0.206, 2.174, -0.447], [2.517, -0.977, 1.083], [1.686, 1.151, -1.153], [1.577, 1.356, 0.607], [2.045, -1.323, 0.454], [-1.194, 0.106, 1.395], [0.148, -0.965, 1.822], [-2.248, -1.951, 0.787], [-0.664, -2.733, 0.532], [-0.066, -0.554, -2.335], [-0.708, 2.240, 0.527], [0.365, 3.068, -0.638], [-1.072, 2.200, -1.193]], "de_lowest_kcal_mol": 69.1, "e_lumo_ev": 1.09}